No. 1
DFT (the ωB97M-V functional and the def2-TZVPD basis) results for a gas-phase ion, C9H14N3 (charge +1) in a non-equilibrium geometry.

As for the spin multiplicity: 1. Its energy above the lowest of the compared OMol25 structures with the same formula, charge and spin is 4.840 eV. Its net charge is +1. The maximum force comes out at 6.0 eV/A. The total energy is -14019.1413 eV.

Each line ends with the Mulliken charge.
Element x y z (Å)
C  1.85499  -1.44198  -0.89552  -0.6384
C  0.48930  -1.25250  -1.17435  -0.5839
C  2.30697  -1.22215  0.46422  -0.6482
C  1.98121  0.22500  0.97908  -0.8446
C  -2.75423  -0.33814  0.27373  -0.8976
C  -1.22571  1.59198  -0.39876  -0.9942
C  -1.68856  0.10228  -0.73548  0.2507
C  0.55721  0.74876  0.85680  -0.4391
C  -0.51722  -0.76146  -0.22895  0.9850
N  -2.23603  -1.43130  1.04653  -0.5724
N  -1.06769  -1.67956  0.79112  -0.0886
N  0.26689  1.68809  -0.18343  -0.0673
H  2.56203  -1.54412  -1.61268  0.5694
H  0.15672  -1.16777  -2.28885  0.2060
H  1.74485  -1.96781  1.08984  0.3381
H  3.38175  -1.33024  0.50034  0.4081
H  2.25080  0.33868  2.05991  0.3338
H  2.71133  1.01338  0.50665  0.3334
H  -3.38207  0.31949  0.91022  0.4047
H  -3.57760  -0.85352  -0.33057  0.3307
H  -1.58464  2.32734  -1.16155  0.3439
H  -1.70659  1.78002  0.52906  0.5148
H  -1.81022  -0.28590  -1.80836  0.5379
H  0.14167  1.01076  1.81919  0.3976
H  0.82768  1.36483  -0.96820  0.4309
H  0.31718  2.76584  -0.03998  0.3891



No. 2
DFT (the ωB97M-V functional and the def2-TZVPD basis) results for a molecular structure, C16H25ClLuNO5P2S in a non-equilibrium geometry.

As for the spin multiplicity: 1. Its net charge is +2. The maximum force comes out at 6.8 eV/A. The total energy is -104267.1968 eV.

Each line ends with the Mulliken charge.
Element x y z (Å)
C  0.33318  -0.15153  -6.43324  -1.0372
C  0.16521  0.22518  -5.00080  0.7764
H  1.39633  -0.17428  -6.65134  0.3082
H  -0.14670  0.57578  -7.08890  0.3393
H  -0.08956  -1.13692  -6.62915  0.3455
O  1.01968  0.48904  -4.18318  -0.4720
Cl  -1.56776  0.26152  -4.49529  -0.2281
Lu  -0.64496  0.03194  0.01251  1.1161
P  -0.12782  2.62167  -0.34089  0.6053
C  1.08557  3.63314  0.53917  -1.0071
C  -0.20931  3.11304  -2.08243  -0.9660
H  -0.40019  4.18536  -2.20880  0.4308
H  -1.85437  4.24354  0.12966  0.4450
H  -0.99158  2.53420  -2.59018  0.3030
H  -2.55692  2.59639  -0.08182  0.4118
H  2.08825  3.38513  0.17353  0.3763
H  0.72502  2.83473  -2.58270  0.3389
C  -1.72845  3.17595  0.35692  -1.2130
H  0.88939  4.70594  0.41338  0.4303
H  -1.74170  3.01366  1.44423  0.3029
H  1.04532  3.36291  1.60053  0.1562
P  0.09842  -2.59178  0.03823  0.5611
C  1.39510  -3.40249  1.01225  -1.1939
C  -1.44651  -3.21234  0.80660  -1.1521
H  -0.73562  -2.93371  -2.20048  0.3843
H  -0.02818  -4.45568  -1.57373  0.3949
H  1.01658  -3.11140  -2.13174  0.3726
C  0.08510  -3.36458  -1.61067  -1.1473
H  -2.32209  -2.80228  0.28013  0.4246
H  -1.46768  -4.31065  0.75635  0.4476
H  1.29764  -4.49717  1.02280  0.4153
H  1.35763  -3.02270  2.04026  0.3664
H  -1.51639  -2.88270  1.85409  0.2542
H  2.37604  -3.12238  0.61151  0.3929
C  1.50837  0.14426  0.84118  0.3868
O  2.57747  0.15543  1.30110  -0.2121
O  0.09766  3.14159  4.77678  -0.6294
S  0.47741  1.76282  4.58115  1.1329
O  1.82744  1.40674  4.92026  -0.6327
N  0.07554  1.28952  2.99390  -0.0364
C  -0.95439  0.48153  2.97626  0.7381
O  -1.53075  0.13586  1.82192  -0.7441
C  -1.38227  -0.00836  4.27921  0.0736
C  -2.31890  -0.98757  4.60871  -0.3772
C  -2.56061  -1.25258  5.96021  -0.7752
C  -1.86250  -0.54085  6.96013  -0.4650
C  -0.90223  0.42966  6.62819  -0.6478
C  -0.68487  0.64912  5.27524  0.1535
H  -2.81374  -1.49119  3.77649  0.4594
H  -3.30731  -2.01837  6.22312  0.4020
H  -2.06873  -0.74441  8.01507  0.4159
H  -0.33677  1.00720  7.35948  0.4746



No. 3
DFT (the ωB97M-V functional and the def2-TZVPD basis) results for 19 unconnected molecules or ions with the total composition H37O19 in a non-equilibrium geometry.

As for the spin multiplicity: 1. Its energy above the lowest of the compared OMol25 structures with the same formula, charge and spin is 3.541 eV. Its net charge is -1. The maximum force comes out at 3.0 eV/A. The total energy is -39504.7401 eV.

Each line ends with the Mulliken charge.
Element x y z (Å)
O  1.55330  -1.93909  1.40033  -0.4047
H  -1.29158  3.17748  1.14496  0.3200
H  1.87042  -2.72827  1.89743  0.2556
O  -0.36932  -3.84438  0.95106  -0.7112
H  1.45267  2.51633  -0.77532  0.2750
H  -0.76556  -4.32752  1.74077  0.3521
O  1.37732  4.86254  0.50461  -0.6619
H  3.84962  1.48656  2.66010  0.3446
H  -1.85692  -1.89178  -0.33855  0.1778
O  -4.01160  -0.71700  1.05312  -0.5526
H  -3.21386  -0.81565  1.61932  0.3115
H  -4.88444  -0.56372  1.40524  0.2242
O  -1.98628  -3.76649  -1.14209  -0.8135
H  0.63730  -2.09654  1.58111  0.0513
H  -1.55556  -3.24374  -1.89120  0.4362
O  -0.96248  3.87392  -1.75794  -0.5871
H  -1.83983  3.66588  -1.38025  0.3477
H  -0.38697  3.07392  -1.82980  0.3806
O  -1.52322  -1.67834  0.56434  -0.4178
H  2.52512  0.54322  1.25789  0.5086
H  -0.69463  -0.96058  0.50391  0.4740
O  3.46281  0.35546  1.36594  -0.7337
H  1.35217  -0.45244  0.23127  0.0286
O  1.80838  -2.54441  -2.15287  -0.7808
H  -0.42250  -1.29582  -2.02624  0.2318
H  1.44877  -3.16605  -1.52972  0.2938
O  3.38316  1.80049  3.44971  -0.6576
H  0.46941  1.22621  -0.60413  0.5118
H  3.28452  0.94704  3.87783  0.2953
O  -1.41333  -2.70282  3.07706  -0.7496
H  -0.67113  -2.04291  2.89543  0.4283
H  -2.17581  -2.36499  2.58984  0.3382
O  0.82114  1.93634  -1.24462  -0.7477
H  1.08156  4.84616  -0.41281  0.2777
H  2.77874  -1.49741  -3.52064  0.4163
O  -0.56481  -2.04429  -2.60666  -0.7177
H  3.02074  -0.00427  -3.90400  0.3359
H  3.41265  -0.64873  1.46588  0.3586
O  0.51686  0.04963  0.41235  -0.8944
H  0.46954  4.92228  0.87248  0.3833
H  2.40038  -1.89284  -1.71709  0.3075
O  -1.63393  2.03037  -4.59133  -0.6383
H  -1.19681  1.19495  -4.49364  0.3200
H  -1.94180  2.33771  -3.73749  0.3193
O  3.33935  -0.92171  -4.04928  -0.6705
H  -1.23205  -3.96146  -0.49310  0.3866
H  0.27811  -2.34892  -2.86988  0.4404
O  -2.99293  1.83358  -0.30095  -0.5355
H  -2.58051  2.26348  -1.04305  0.0807
H  -3.46911  1.10481  -0.76510  0.2822
O  -1.07289  4.05413  1.44575  -0.6713
H  -0.72482  3.95717  2.36774  0.3344
H  -0.96995  -2.97242  0.98287  0.2311
O  0.59879  0.19443  2.85815  -0.7330
H  0.49110  0.12612  1.77076  0.4063
H  0.72069  1.05437  3.23052  0.2118



No. 4
DFT (the ωB97M-V functional and the def2-TZVPD basis) results for a single C6H13N molecule.

As for the spin multiplicity: 1. Its energy above the lowest of the compared OMol25 structures with the same formula, charge and spin is 0.479 eV. The maximum force comes out at 0.7 eV/A. The SMILES is CCCC/C=C/N. The total energy is -7922.3537 eV.

Each line ends with the Mulliken charge.
Element x y z (Å)
C  2.26925  -0.23548  -1.87144  -1.2987
C  1.13835  0.69398  -1.44480  -0.3672
C  0.85916  0.62986  0.04195  -0.4850
C  -0.53422  1.14616  0.44304  -1.0044
N  -2.49953  -1.74534  1.92859  -0.4583
C  -1.66736  -0.66978  1.70755  -0.0079
C  -1.57728  0.07703  0.61128  -0.3819
H  2.43079  -0.13017  -2.94310  0.3577
H  3.19998  0.06754  -1.38787  0.3064
H  2.07165  -1.26625  -1.59235  0.3661
H  1.40036  1.72537  -1.69572  0.2844
H  0.23768  0.44422  -2.00597  0.3411
H  1.60361  1.18538  0.61568  0.3239
H  0.95554  -0.41305  0.36534  0.3425
H  -0.44426  1.66590  1.40136  0.3791
H  -0.83773  1.87817  -0.31336  0.3871
H  -3.11237  -2.07082  1.20273  0.1887
H  -2.20234  -2.43167  2.59700  0.1998
H  -1.09450  -0.36064  2.58013  0.2940
H  -2.19677  -0.19039  -0.24004  0.2327



No. 5
DFT (the ωB97M-V functional and the def2-TZVPD basis) results for 2 unconnected molecules or ions with the total composition C11H8F7O4S2 in a non-equilibrium geometry.

As for the spin multiplicity: 1. Its net charge is -1. The maximum force comes out at 2.4 eV/A. The total energy is -60420.0155 eV.

Each line ends with the Mulliken charge.
Element x y z (Å)
F  -2.33844  -0.54405  -5.00781  -0.2863
S  -2.11925  -1.89818  -4.11776  1.1019
C  -1.23432  -1.17912  -2.79096  -0.1718
C  -1.07597  -1.77515  -1.60456  -0.3568
O  -3.42735  -2.32035  -3.72765  -0.5327
O  -1.26841  -2.72582  -4.92406  -0.5482
H  -0.79576  -0.21009  -3.03163  0.4152
H  -0.37189  -1.29854  -0.92964  0.2017
H  -1.59144  -2.69889  -1.33696  0.2320
F  -2.09860  -3.59325  3.00707  -0.2307
C  -2.06989  -2.38414  2.42550  0.6113
F  -2.87336  -2.40845  1.32690  -0.2216
F  -2.56438  -1.46459  3.28759  -0.2270
S  -0.32190  -1.93357  1.94053  0.9887
C  -0.66752  -0.49792  1.04140  -1.0862
C  0.28607  0.55440  0.99464  1.0915
C  1.67996  0.33532  1.20193  -0.4730
C  2.59424  1.34898  0.95983  -0.9781
C  2.14853  2.61427  0.58898  0.3100
C  3.16485  3.68051  0.30638  0.8891
F  2.69309  4.64262  -0.54006  -0.2831
F  3.56892  4.31838  1.45417  -0.2644
F  4.28492  3.15000  -0.27686  -0.2782
C  0.78990  2.89427  0.48313  -0.6091
C  -0.12817  1.88053  0.68534  -0.9853
O  0.39117  -1.64462  3.16233  -0.6474
O  0.10816  -3.01814  1.08217  -0.6620
H  -1.72600  -0.31028  0.86654  0.6365
H  2.05461  -0.63081  1.53773  0.3117
H  3.65324  1.15012  1.07593  0.3457
H  0.45266  3.89446  0.24781  0.3782
H  -1.19766  2.07211  0.61204  0.3287



> Look up the total energy of the fifth one.

-60420.0155 eV



> Which of these has the lowest total energy?

C16H25ClLuNO5P2S